P.
Below is a single C5H9NO3 molecule, with properties calculated with ωB97M-V with the def2-TZVPD basis set.

Geometry (Å):
O1 -2.58123 -0.90144 0.11971
O2 2.62446 -1.55814 -0.25762
O3 2.49595 0.66196 -0.10692
N1 -0.03050 1.79083 -0.53860
C1 -1.87674 0.04537 -0.61993
C2 0.36777 -0.61971 0.26259
C3 -0.23019 0.16596 1.41671
C4 1.94118 -0.41610 -0.01510
C5 -0.48094 0.59999 0.02538
H1 -1.04093 -0.28307 1.97189
H2 0.12861 -1.64582 0.03176
H3 -2.14051 -1.75623 0.05360
H4 -2.50191 0.93965 -0.64810
H5 3.54009 -1.33893 -0.50054
H6 0.25679 1.66591 -1.50733
H7 0.46651 0.75009 2.00120
H8 0.75919 2.17962 -0.03482
H9 -1.69761 -0.27993 -1.65389

Computed properties:
Kohn-Sham gap	9.572	eV
SMILES	N[C@]1(CO)C[C@@H]1C(=O)O

***

Q.
Below is a single C5H9NO3 molecule, with properties calculated with ωB97M-V with the def2-TZVPD basis set.

Geometry (Å):
O1 1.37672 1.47475 0.96422
O2 1.20218 -0.44385 -0.40909
O3 0.83362 -0.55088 1.85087
N1 -0.95412 -0.47166 -0.60327
C1 -1.23890 -1.82581 -0.19937
C2 -1.76089 1.37514 0.80355
C3 0.75611 0.24149 0.92173
C4 1.68541 0.18557 -1.57791
C5 -0.93389 0.46134 0.32957
H1 1.13411 1.10008 -1.80874
H2 -0.69977 -2.09721 0.71422
H3 -1.40591 2.09828 1.52227
H4 -2.31229 -1.85794 0.03623
H5 1.83123 1.51205 1.81775
H6 2.74624 0.39958 -1.43174
H7 1.54504 -0.52207 -2.39666
H8 -1.01434 -2.51279 -1.01164
H9 -2.79054 1.43395 0.47801

Computed properties:
Kohn-Sham gap (alpha / beta)	7.332 / 7.334	eV

***

Which structure is the least stable? The one labeled Q.

***

P.
Below is 2 unconnected molecules or ions with the total composition C5H9NO3, with properties calculated with ωB97M-V with the def2-TZVPD basis set.

Geometry (Å):
O1 0.85371 -0.41669 2.85089
O2 -1.61381 1.28525 1.55147
O3 1.42497 -0.03988 -4.07017
N1 -1.51975 -0.71482 -1.87301
C1 0.09483 -0.40038 1.66472
C2 0.83440 0.40193 0.59360
C3 -0.63687 -0.00375 -1.38946
C4 -1.26663 0.20296 1.97455
C5 -0.12309 0.85758 -0.48645
H1 2.28639 -0.30685 -3.73732
H2 1.62905 -0.22987 0.17935
H3 -2.43220 -0.68048 -1.41362
H4 1.30105 1.27836 1.06791
H5 0.77942 -0.01835 -3.21301
H6 -2.01562 -0.49773 2.40316
H7 0.66701 -1.21135 3.35892
H8 -0.16620 1.91680 -0.75007
H9 -0.09667 -1.42274 1.28854

Computed properties:
Kohn-Sham gap	9.010	eV
SMILES	N=C=CC[C@@H](O)C=O.O

***

Q.
Below is a molecular structure, C5H9NO3, with properties calculated with ωB97M-V with the def2-TZVPD basis set.

Geometry (Å):
O1 0.03870 1.96392 0.32455
O2 -0.37823 -1.37715 -2.36756
O3 -2.01180 1.27798 -2.01458
N1 0.97148 -1.26246 0.44743
C1 -0.36262 -0.61385 0.09929
C2 1.46007 -1.59587 1.86736
C3 -0.87726 0.95819 0.01442
C4 -0.45825 -0.63956 -1.44488
C5 -0.82627 0.85924 -1.40993
H1 -1.59997 2.28767 -2.22213
H2 0.13103 1.62890 -1.58396
H3 1.42544 -0.34464 2.21808
H4 0.10835 2.45010 1.23992
H5 0.63545 -2.17828 2.36272
H6 2.55362 -2.19713 1.66587
H7 2.18294 -0.90087 0.03126
H8 -1.85130 1.13167 0.27335
H9 -1.14138 -1.44786 0.49881

Computed properties:
Kohn-Sham gap	8.750	eV

***

Which structure is the least stable? The one labeled Q.

***

P.
Below is a single C5H9NO3 molecule, with properties calculated with ωB97M-V with the def2-TZVPD basis set.

Geometry (Å):
O1 0.76448 0.70452 2.02278
O2 1.81998 -0.10227 -2.13253
O3 -0.08979 0.13946 3.95174
N1 0.83429 -0.33735 -0.11181
C1 0.43133 0.83177 0.64918
C2 -0.07280 -1.46741 0.07898
C3 -0.40740 0.51351 -2.17924
C4 -0.24673 0.29822 2.81939
C5 0.85539 0.02074 -1.52584
H1 -1.22519 0.17081 2.34687
H2 -0.22603 1.42975 -2.71183
H3 -0.61366 1.11028 0.52227
H4 -0.72922 -0.24255 -2.87562
H5 0.35508 -2.32566 -0.41598
H6 -0.16667 -1.73885 1.11592
H7 -1.22147 0.65269 -1.48365
H8 -1.06745 -1.32518 -0.34883
H9 1.00587 1.66750 0.27821

Computed properties:
Kohn-Sham gap	10.612	eV
SMILES	CC(=O)N(C)COC=O

***

Q.
Below is 2 unconnected molecules or ions with the total composition C5H9NO3, with properties calculated with ωB97M-V with the def2-TZVPD basis set.

Geometry (Å):
O1 -0.54295 1.90513 -0.24939
O2 0.90831 -1.14370 -1.25377
O3 -2.05301 -0.99664 1.43806
N1 0.24180 -1.13350 1.55412
C1 0.83986 -0.16402 -0.52300
C2 -0.55159 0.76537 -0.68044
C3 2.04398 0.67744 -0.19304
C4 -1.59788 0.24682 -1.62695
C5 -0.99718 -0.48064 1.75864
H1 -0.89190 0.43793 2.35419
H2 -2.25476 -0.46059 -1.11944
H3 -1.16676 -0.26518 -2.48888
H4 1.79022 1.60692 0.31759
H5 2.69850 0.10506 0.47061
H6 0.17590 -2.05556 1.13202
H7 0.99299 -1.01337 2.22479
H8 -2.22066 1.06153 -2.00298
H9 2.58513 0.90700 -1.11215

Computed properties:
Kohn-Sham gap	9.388	eV
SMILES	CC(=O)C(C)=O.NC=O

***

R.
Below is a single C5H9NO3 molecule, with properties calculated with ωB97M-V with the def2-TZVPD basis set.

Geometry (Å):
O1 1.68885 -1.21801 -1.12587
O2 -2.44271 1.50049 0.38683
O3 2.53092 0.51360 -0.00193
N1 -0.60555 1.23731 -1.63078
C1 0.03637 -1.15414 1.41600
C2 1.53201 -0.31035 -0.35409
C3 -0.79317 0.13751 -0.73614
C4 0.25361 0.00377 0.44479
C5 -2.01923 0.40085 0.14335
H1 -0.75871 2.12210 -1.15595
H2 -0.17199 -2.07374 0.87336
H3 3.36480 0.22723 -0.40807
H4 0.30799 1.23161 -2.06568
H5 0.40735 0.95484 0.95933
H6 -0.87826 -0.81682 -1.26093
H7 0.92778 -1.30560 2.02211
H8 -2.57854 -0.51112 0.41912
H9 -0.80150 -0.93955 2.07453

Computed properties:
Kohn-Sham gap	10.050	eV
SMILES	C[C@@H](C(=O)O)[C@H](N)C=O

***

Which structure is the least stable? The one labeled P.

***

P.
Below is a single C5H9NO3 molecule, with properties calculated with ωB97M-V with the def2-TZVPD basis set.

Geometry (Å):
O1 1.35049 1.42315 2.18673
O2 0.94180 -0.87330 1.00785
O3 -0.66636 2.23217 1.67796
N1 -0.37803 0.32585 -0.69914
C1 0.13609 1.34570 1.64391
C2 1.47452 -1.01452 -0.30967
C3 -0.13829 0.00083 0.99301
C4 0.29223 -0.82798 -1.24595
C5 -1.77627 0.42972 -1.00549
H1 1.79994 0.56344 2.07923
H2 2.21678 -0.22886 -0.49699
H3 0.61981 -0.60889 -2.26267
H4 -2.32909 -0.50114 -0.81449
H5 -1.86854 0.66932 -2.06448
H6 -2.20359 1.24425 -0.42604
H7 -1.05918 -0.45491 1.36038
H8 1.93765 -1.99871 -0.37574
H9 -0.34998 -1.72612 -1.24841

Computed properties:
Kohn-Sham gap	10.102	eV
SMILES	CN1CCO[C@H]1C(=O)O

***

Q.
Below is a single C5H9NO3 molecule, with properties calculated with ωB97M-V with the def2-TZVPD basis set.

Geometry (Å):
O1 1.58175 1.89114 0.48139
O2 -0.66073 0.51126 -1.41181
O3 -1.65537 0.27690 0.57738
N1 2.85057 0.35015 -0.53997
C1 1.81299 0.61746 0.14444
C2 0.63200 -0.26938 0.47863
C3 -2.91520 0.64688 0.01929
C4 0.84679 -1.74580 0.14894
C5 -0.61224 0.23418 -0.23577
H1 1.78165 2.42711 -0.32921
H2 0.98846 -1.89769 -0.92956
H3 2.89061 -0.63513 -0.79104
H4 -0.02712 -2.32929 0.46400
H5 1.72554 -2.13077 0.68155
H6 0.45950 -0.15619 1.55809
H7 -2.86719 1.66775 -0.38223
H8 -3.63471 0.59621 0.84279
H9 -3.19732 -0.05480 -0.77690

Computed properties:
Kohn-Sham gap	11.248	eV
SMILES	[H]/N=C(/O)[C@H](C)C(=O)OC

***

R.
Below is a molecular structure, C5H9NO3, with properties calculated with ωB97M-V with the def2-TZVPD basis set.

Geometry (Å):
O1 -1.50441 -1.42350 0.72535
O2 0.41248 2.01430 -0.82523
O3 -1.47300 0.81851 1.20322
N1 1.42008 0.56345 1.18993
C1 0.14206 0.72019 -0.88893
C2 -1.05467 -0.30597 0.47621
C3 1.18074 -1.48476 -0.13452
C4 -1.06323 0.21061 -1.42509
C5 0.62806 -0.11802 0.21917
H1 2.22993 -1.39221 -0.41761
H2 0.63479 -1.95453 -0.94753
H3 -1.06338 -0.76643 -1.88306
H4 -2.21972 0.51653 1.73830
H5 0.93322 1.37228 1.55979
H6 1.07388 -2.13537 0.73391
H7 1.66278 -0.05838 1.95044
H8 -1.76004 0.91618 -1.86345
H9 -0.17959 2.50710 -1.41089

Computed properties:
Kohn-Sham gap	8.006	eV

***

Which structure is the least stable? The one labeled R.

***

P.
Below is 2 unconnected molecules or ions with the total composition C6H12O, with properties calculated with ωB97M-V with the def2-TZVPD basis set.

Geometry (Å):
O1 -0.67467 0.98453 -1.11840
C1 0.45789 1.03023 -1.95844
C2 -1.32853 -0.19824 -1.07085
C3 -1.02184 -1.33576 -1.69378
C4 -0.01014 -0.02992 2.08713
C5 0.08098 -1.30308 1.71654
C6 1.03515 1.01499 1.82948
H1 1.21099 0.29451 -1.64624
H2 0.95126 -1.67921 1.18122
H3 1.87829 0.59825 1.26762
H4 0.87046 2.03666 -1.87137
H5 0.17648 0.83363 -3.00149
H6 0.61445 1.84638 1.25173
H7 1.42233 1.42730 2.76947
H8 -0.15675 -1.45797 -2.33603
H9 -1.65245 -2.20260 -1.53334
H10 -0.90836 0.30695 2.60669
H11 -2.19038 -0.11503 -0.41477
H12 -0.71539 -2.01649 1.91223

Computed properties:
Kohn-Sham gap	9.831	eV
SMILES	C=COC.C=CC

***

Q.
Below is a molecular structure, C6H12O, with properties calculated with ωB97M-V with the def2-TZVPD basis set.

Geometry (Å):
O1 -0.58060 1.91767 0.27010
C1 2.11011 0.35967 -0.41163
C2 1.03139 -0.07134 0.58360
C3 -1.40379 0.63363 0.32258
C4 -1.54432 -0.38923 1.55382
C5 -0.36815 -0.22412 -0.06728
C6 -0.52394 -1.05393 -1.22546
H1 -0.90623 -0.35768 2.36091
H2 1.02415 0.60371 1.42487
H3 1.88762 1.34238 -0.82204
H4 -2.51625 -0.75763 1.69611
H5 -0.30160 -2.07269 -0.92784
H6 -1.55965 -1.02942 -1.58980
H7 -2.31074 0.66894 -0.24620
H8 2.21150 -0.35215 -1.23448
H9 1.24359 -1.07676 0.93742
H10 0.12422 -0.76617 -2.05071
H11 3.06583 0.42020 0.10892
H12 -0.68312 2.20493 -0.68288

Computed properties:
Kohn-Sham gap	8.683	eV

***

Which structure is the least stable? The one labeled Q.

***

P.
Below is 3 unconnected molecules or ions with the total composition C5H15NO2, with properties calculated with ωB97M-V with the def2-TZVPD basis set.

Geometry (Å):
O1 -1.76016 -2.36440 0.47579
O2 1.98728 2.77792 0.22854
N1 0.37563 0.66244 0.82417
C1 0.45409 -0.68716 0.18022
C2 -1.59962 0.51057 -0.54497
C3 1.95600 -1.04970 -0.22820
C4 -0.99306 1.10161 0.84125
C5 -0.41173 -0.34838 -1.06327
H1 2.53570 -1.06192 0.74874
H2 1.23221 2.16499 0.16018
H3 2.49033 -0.41454 -0.98082
H4 0.20543 0.35132 -1.61791
H5 1.98068 -2.11016 -0.66306
H6 -2.53640 -0.14046 -0.44562
H7 -0.85165 2.19449 0.84147
H8 -2.27986 -2.91466 -0.10708
H9 -1.98881 1.32093 -1.29005
H10 0.76252 0.65361 1.76394
H11 -2.20666 -1.53368 0.36868
H12 -0.56829 -1.23885 -1.68615
H13 2.66332 2.67156 -0.46724
H14 0.21038 -1.42830 0.92946
H15 -1.65735 0.88275 1.73191

Computed properties:
Kohn-Sham gap	9.693	eV
SMILES	C[C@@H]1CCCN1.O.O

***

Q.
Below is 3 unconnected molecules or ions with the total composition C5H15NO2, with properties calculated with ωB97M-V with the def2-TZVPD basis set.

Geometry (Å):
O1 2.47028 -2.43535 0.72208
O2 -0.79829 2.98615 0.32058
N1 0.19179 -0.39446 -0.84011
C1 0.35101 0.58064 -1.99032
C2 0.84932 0.09630 0.40754
C3 -0.12267 -0.22427 1.47285
C4 -1.52275 -0.17984 0.87521
C5 -1.37407 -0.43849 -0.65576
H1 0.39496 -0.08047 -2.94552
H2 -1.97310 0.10756 -1.33789
H3 -1.16904 2.34005 -0.37143
H4 -2.21254 -0.87613 1.46060
H5 -0.28996 1.47080 -1.94047
H6 -1.43293 -1.52850 -0.78329
H7 -1.90520 0.78181 1.00595
H8 0.14391 -1.29509 1.86823
H9 -0.10203 0.50618 2.25022
H10 2.85794 -2.90278 -0.07857
H11 1.51297 -2.54840 0.81364
H12 1.74600 -0.46286 0.65137
H13 1.32371 0.99470 -1.76944
H14 -0.07947 2.42239 0.64870
H15 1.14015 1.08006 0.21584

Computed properties:
Kohn-Sham gap	9.474	eV
SMILES	CN1CCCC1.O.O

***

R.
Below is 2 unconnected molecules or ions with the total composition C5H15NO2, with properties calculated with ωB97M-V with the def2-TZVPD basis set.

Geometry (Å):
O1 -1.97916 -0.82956 -0.37133
O2 -1.18051 -2.00101 -2.61958
N1 0.69141 -1.33412 -0.06712
C1 0.36306 0.05967 -0.19316
C2 1.44250 2.44247 0.39759
C3 1.20218 0.96170 0.75439
C4 0.87251 0.83951 2.21723
C5 -1.14084 0.29121 0.02647
H1 2.18431 0.48388 0.72331
H2 -0.31641 -2.29105 -2.31592
H3 0.97629 -0.18543 2.60783
H4 -2.08676 -1.43529 0.35291
H5 1.59058 2.53646 -0.66997
H6 -1.53678 -1.59655 -1.79998
H7 0.57965 0.49730 -1.18519
H8 -0.05024 1.24464 2.64009
H9 1.71459 1.35853 2.72578
H10 1.47506 -1.44299 0.56474
H11 0.52425 3.00080 0.61530
H12 -0.05069 -1.92987 0.27159
H13 -1.41185 0.55776 1.05323
H14 2.25717 2.90742 0.95807
H15 -1.60942 1.04169 -0.60600

Computed properties:
Kohn-Sham gap	10.199	eV
SMILES	CC(C)[C@@H](N)CO.O

***

S.
Below is 3 unconnected molecules or ions with the total composition C5H15NO2, with properties calculated with ωB97M-V with the def2-TZVPD basis set.

Geometry (Å):
O1 -0.20280 3.51868 0.80481
O2 -1.48050 1.15596 1.64245
N1 -0.75064 -1.41628 0.94340
C1 0.86391 -1.41253 -0.81384
C2 1.50297 0.85925 0.21859
C3 -0.58194 -1.51754 -0.44481
C4 1.10028 0.11088 -1.08722
C5 -1.58500 -1.70369 -1.30140
H1 -2.57393 -1.80675 -1.10053
H2 -1.54085 -1.74123 -2.40746
H3 1.32717 -2.05698 -1.66699
H4 1.87619 0.11585 -1.85825
H5 -1.13401 0.63359 2.34732
H6 -0.59052 2.63979 0.98776
H7 -0.06127 -1.69018 1.65164
H8 0.99695 0.54018 1.09083
H9 1.54638 -1.74575 0.01843
H10 0.01905 3.33985 -0.16265
H11 0.23351 0.69883 -1.55215
H12 1.37733 1.91559 0.09699
H13 2.46350 0.75059 0.43703
H14 -1.58881 -1.93607 1.37082
H15 -1.21695 0.74794 0.78524

Computed properties:
Kohn-Sham gap	9.240	eV
SMILES	C=C(N)CCC.O.O

***

Which structure is the least stable? The one labeled Q.

***

P.
Below is a single C4H6OS2 molecule, with properties calculated with ωB97M-V with the def2-TZVPD basis set.

Geometry (Å):
S1 1.51974 -1.64944 -0.10742
S2 -2.06724 0.16546 -0.60300
O1 0.88568 2.32442 0.30032
C1 1.59709 1.00811 -0.26719
C2 -0.60855 0.15247 0.54445
C3 -1.74853 -0.81593 0.81605
C4 0.70297 -0.16732 0.09540
H1 2.64605 0.86215 0.21617
H2 -1.33921 -1.92461 0.54473
H3 1.72898 1.04146 -1.49149
H4 1.75003 3.08351 0.07687
H5 -0.51287 1.37817 0.83564
H6 -2.25636 -0.35628 1.64996

Computed properties:
Kohn-Sham gap	7.773	eV
SMILES	OCC(=S)[C@@H]1CS1

***

Q.
Below is a single C4H6OS2 molecule, with properties calculated with ωB97M-V with the def2-TZVPD basis set.

Geometry (Å):
S1 -0.21514 0.05168 2.06599
S2 2.58831 -0.65010 -1.00115
O1 0.32439 -1.69173 -0.31030
C1 -1.47226 0.47433 -0.60742
C2 1.28914 -0.79752 -0.25129
C3 -0.50888 0.87942 0.49991
C4 0.88265 0.34389 0.65472
H1 -1.41659 -0.69845 -0.46483
H2 0.82439 -2.54033 -0.75662
H3 -0.95818 0.87210 -1.58924
H4 -0.51586 1.79440 1.04574
H5 1.61009 1.17617 0.99873
H6 -2.43208 0.78613 -0.28425

Computed properties:
Kohn-Sham gap	8.920	eV
SMILES	C[C@H]1S[C@H]1C(O)=S

***

Which structure is the least stable? The one labeled P.

***

P.
Below is a single C4H9N5 molecule, with properties calculated with ωB97M-V with the def2-TZVPD basis set.

Geometry (Å):
N1 -0.02545 -0.18968 2.37411
N2 0.95616 -0.27736 -1.91255
N3 1.99435 1.35721 0.77488
N4 -1.08279 0.71035 -2.18708
N5 -1.45633 -1.65050 0.05449
C1 -0.18138 0.26266 -1.37966
C2 -0.84970 -0.45100 0.10969
C3 0.71925 1.24369 0.46271
C4 -0.17641 0.20607 1.07355
H1 0.72026 0.25197 2.89667
H2 -1.31151 -2.20223 -0.78892
H3 -0.36729 -1.11193 2.61589
H4 -2.42181 -1.64749 0.36913
H5 1.10247 -0.03515 -2.88615
H6 -1.91176 1.00486 -1.66612
H7 1.79898 -0.19968 -1.35138
H8 0.20670 2.11526 0.03093
H9 2.28626 0.61296 1.40983

Computed properties:
Kohn-Sham gap	7.855	eV
SMILES	[H]\N=C/C(N)=C(N)\C(N)=N/[H]

***

Q.
Below is a molecular structure, C4H9N5, with properties calculated with ωB97M-V with the def2-TZVPD basis set.

Geometry (Å):
N1 -1.62340 0.18379 0.96175
N2 -2.57085 -0.71284 0.57860
N3 -2.28597 -0.83975 -0.71010
N4 3.23894 -1.04147 -0.05994
N5 -1.21772 -0.06979 -1.17221
C1 1.72950 0.83883 -0.35820
C2 1.82656 -0.44697 0.30885
C3 0.38467 1.43180 0.02249
C4 -0.89559 0.51798 -0.08358
H1 2.09661 -0.39924 1.65207
H2 2.42872 1.63251 0.02151
H3 1.16055 -1.02543 0.04054
H4 0.37627 1.83255 1.28831
H5 -1.78738 0.63455 1.81161
H6 -0.02424 2.36614 -0.66468
H7 1.64586 0.69284 -1.47917
H8 3.18089 -1.90475 0.48000
H9 3.86489 -0.51854 0.32570

Computed properties:
Kohn-Sham gap	10.193	eV

***

Which structure is the least stable? The one labeled Q.